<A>
A structure of composition C29H33FN5O3RhSSi. Source: the Open Molecules 2025 dataset; level of theory: ωB97M-V/def2-TZVPD.

* lowest unoccupied orbital energy (alpha / beta): -5.0 / -6.7 eV
* orbital gap (alpha / beta): 6.54 / 6.15 eV
* E_HOMO (alpha / beta): -0.4236 / -0.4724 Eh

```
! RIJCOSX wB97M-V def2-TZVPD def2/J DEFGRID3
* xyz 2 5
C 5.778 -3.129 -3.737
N -3.704 4.398 1.350
H -3.294 3.965 0.489
C 5.088 -1.790 -5.662
C 0.806 0.002 -2.558
C 3.119 -0.774 -2.711
H -2.285 1.403 7.074
C -1.208 1.275 -1.093
C -2.277 2.024 -0.322
H 0.012 -0.229 -5.101
H -2.033 -1.960 -3.603
H -2.350 0.986 -2.848
H -1.667 0.196 -4.782
H -2.153 -2.765 1.167
H -3.628 1.173 3.013
C 1.054 0.414 -1.229
C 5.223 -2.051 -2.811
C 0.049 1.086 -0.433
Rh -1.012 2.082 2.310
C -1.176 -1.835 -4.260
H -5.941 1.443 3.769
O 0.339 1.484 0.727
H -1.430 -2.249 -5.231
H 6.031 -1.354 -2.537
C -3.082 1.416 6.346
H 6.624 -3.189 -5.634
H -3.170 4.971 4.470
N 6.222 -2.488 -5.002
F 4.544 -0.465 -0.821
N 4.120 -1.389 -3.478
H 4.317 -2.529 -5.896
H 4.861 -2.534 -1.902
C 2.316 0.216 -0.661
H 3.685 -0.248 -5.165
N -0.445 0.202 -3.102
C -0.867 -3.478 2.726
C -1.393 0.832 -2.371
H 5.431 -1.327 -6.588
H -2.200 -0.467 1.995
C -1.613 -1.208 2.520
C -3.054 4.529 2.484
O -2.514 1.591 0.853
H 6.952 -1.795 -4.776
C -0.812 -0.359 -4.395
H -0.073 1.012 5.567
H 1.697 -0.966 -4.266
O -2.837 3.002 -0.817
H 2.492 0.550 0.348
H -6.442 1.680 6.175
C 1.853 -0.601 -3.265
H 5.002 -3.861 -3.967
H -0.338 -2.396 -3.853
N -3.681 4.873 3.608
H -4.678 5.028 3.622
H 6.614 -3.645 -3.262
C 4.539 -0.739 -4.701
H 0.419 -1.575 5.200
C -0.149 -3.139 3.861
C -4.391 1.563 6.767
C 3.325 -0.351 -1.390
H -4.610 1.655 7.820
C -5.422 1.575 5.842
C -1.593 -2.509 2.053
C -5.142 1.443 4.492
C -2.791 1.255 4.993
C -0.902 -0.863 3.667
H 0.410 -3.892 4.396
Si -0.996 0.911 4.409
H -0.863 -4.497 2.371
H 5.312 0.026 -4.506
H -4.704 4.550 1.320
S -1.328 4.380 2.544
C -3.836 1.288 4.069
C -0.150 -1.832 4.319
*
```

***

<B>
A structure of composition C29H33FN5O3RhSSi. Source: the Open Molecules 2025 dataset; level of theory: ωB97M-V/def2-TZVPD.

* lowest unoccupied orbital energy (alpha / beta): -4.9 / -6.3 eV
* orbital gap (alpha / beta): 6.43 / 6.55 eV
* E_HOMO (alpha / beta): -0.4160 / -0.4740 Eh

```
! RIJCOSX wB97M-V def2-TZVPD def2/J DEFGRID3
* xyz 2 5
O -0.612 1.635 -0.920
H 1.661 -2.467 -1.313
H -6.014 0.494 -5.700
H -6.071 1.690 -3.514
H -3.708 8.548 -6.088
C 3.885 1.389 -3.171
H -2.509 6.654 -5.002
N -4.232 5.840 -4.125
H -1.286 -2.492 0.924
C 0.393 -2.202 2.058
H -4.414 6.982 -6.548
H 5.883 -3.637 0.990
C 3.872 1.653 -4.535
C 2.934 1.038 -5.352
C -1.685 1.452 -1.553
C -3.464 6.983 -4.603
C -4.227 7.665 -5.723
C -1.735 3.841 -2.198
H -7.307 7.276 -4.292
C -3.544 0.123 -2.285
H -6.076 5.375 -3.231
C -3.575 4.757 -3.479
C 2.587 -2.704 -0.796
H 5.356 -1.273 0.559
C 2.021 -0.116 -3.446
H 2.135 -2.241 3.079
H -3.256 7.710 -3.807
N -0.570 -2.910 1.519
C 4.657 -2.041 0.244
H -4.425 -0.175 -5.317
H 4.623 1.878 -2.544
H -0.799 3.982 -1.672
Rh 0.733 0.130 -0.180
H 1.297 -0.820 -3.048
H 2.931 1.240 -6.417
H -5.819 -0.012 -3.253
C -5.083 0.681 -5.164
H -5.432 8.766 -4.439
O -0.516 -1.196 -1.178
H 4.311 -5.413 0.290
O -2.507 -1.719 -0.282
H 4.168 0.949 -0.201
N 1.400 -2.798 2.677
H -4.605 1.560 -5.601
C -2.356 0.208 -1.626
C 3.474 -1.685 -0.415
C 4.070 -4.373 0.104
H -6.108 8.584 -5.921
S 0.374 -0.446 2.069
H -0.537 -3.918 1.550
C 4.955 -3.375 0.496
Si 3.119 0.097 -0.793
H -5.409 6.928 -2.737
H -6.515 6.248 -5.509
C -4.150 3.505 -3.518
C 2.971 0.487 -2.608
H -5.066 3.388 -4.080
H -4.074 -0.822 -2.324
C -1.786 -1.003 -0.955
F -1.797 6.116 -2.704
H 4.601 2.333 -4.959
N -5.576 8.099 -5.199
H 2.201 -4.817 -0.861
C 2.007 0.156 -4.808
C -2.327 2.573 -2.228
C -5.527 6.242 -3.589
C -6.352 6.916 -4.667
C 2.885 -4.037 -0.541
C -5.370 0.878 -3.684
H 1.279 -0.330 -5.448
C -3.551 2.405 -2.885
N -4.144 1.149 -2.903
C -2.353 4.895 -2.795
H 1.476 -3.801 2.737
*
```

***

Relative stability in kcal/mol, measured from the most stable structure: <A> 11.1; <B> 0.0

***

<A>
The molecule C6H14N2. Source: the Open Molecules 2025 dataset; level of theory: ωB97M-V/def2-TZVPD.

* lowest unoccupied orbital energy (alpha / beta): 0.9 / 0.9 eV
* orbital gap (alpha / beta): 7.71 / 7.71 eV
* E_HOMO (alpha / beta): -0.2490 / -0.2491 Eh

```
! RIJCOSX wB97M-V def2-TZVPD def2/J DEFGRID3
* xyz 0 1
H -0.628 -2.079 -1.428
H -2.022 -0.780 1.856
C 0.711 2.639 0.736
H 0.463 -0.903 -2.701
H 1.619 -1.526 -1.506
H -0.301 -3.049 0.023
N 0.937 0.435 -1.093
H 2.098 -0.235 -2.637
C 1.282 -0.620 -2.027
H 0.876 2.285 1.754
C -0.332 1.829 0.029
H -0.701 -1.828 2.345
N 0.248 0.114 0.002
H -1.879 -2.328 -0.227
H 1.652 2.577 0.185
C -0.404 -0.926 0.421
H -0.562 2.187 -0.971
C -0.805 -2.157 -0.359
H -1.240 1.639 0.594
C -0.930 -0.890 1.833
H 0.401 3.690 0.767
H -0.484 -0.076 2.406
*
```

***

<B>
A cluster of 3 separate species, C6H14N2 in total. Source: the Open Molecules 2025 dataset; level of theory: ωB97M-V/def2-TZVPD.

* lowest unoccupied orbital energy (alpha / beta): 0.8 / 0.8 eV
* orbital gap (alpha / beta): 7.66 / 7.55 eV
* E_HOMO (alpha / beta): -0.2512 / -0.2466 Eh

```
! RIJCOSX wB97M-V def2-TZVPD def2/J DEFGRID3
* xyz 0 1
C 0.939 1.443 1.712
C -1.146 2.242 0.823
H 0.962 2.140 2.566
N -0.413 1.119 1.347
C -0.770 -0.725 0.585
H 0.992 -2.609 -1.814
H 1.051 -3.003 -0.089
H -0.202 0.707 -2.270
H 1.524 1.933 0.905
H 1.051 1.269 -1.145
H -1.313 3.003 1.602
C 0.401 -3.002 -0.968
C 0.499 0.391 -1.495
H -1.270 -1.138 1.428
H 1.476 0.540 2.014
C -0.200 -0.225 -0.391
H -1.397 -2.127 -1.478
H 0.181 -4.053 -1.200
H -2.129 1.917 0.471
H -0.638 2.763 -0.013
H 1.212 -0.312 -1.932
N -0.810 -2.272 -0.660
*
```

***

Relative stability in kcal/mol, measured from the most stable structure: <A> 0.0; <B> 68.6

***

<A>
A structure of composition C6H14N2. Source: the Open Molecules 2025 dataset; level of theory: ωB97M-V/def2-TZVPD.

* lowest unoccupied orbital energy: 0.9 eV
* orbital gap: 8.10 eV
* E_HOMO: -0.2628 Eh

```
! RIJCOSX wB97M-V def2-TZVPD def2/J DEFGRID3
* xyz 0 1
H 1.604 -2.075 -0.193
H 0.390 1.744 -0.402
H 3.010 1.672 0.156
C -1.966 0.431 -1.360
H -0.715 0.344 1.487
C 2.365 0.813 -0.055
C -0.043 -1.003 -0.733
H -2.687 -0.044 1.153
C 0.946 1.129 0.298
N 0.623 -1.973 0.024
H -1.401 0.554 -2.285
C -1.261 -0.477 -0.387
H -2.127 1.423 -0.929
H -2.949 0.028 -1.616
H 0.321 -0.907 -1.748
H 2.737 -0.039 0.522
H 1.086 0.585 2.163
C -1.715 -0.496 0.973
N 0.450 1.044 1.511
H -1.599 -1.430 1.518
H 2.465 0.582 -1.116
H 0.467 -1.906 1.020
*
```

***

<B>
The molecule C6H14N2. Source: the Open Molecules 2025 dataset; level of theory: ωB97M-V/def2-TZVPD.

* lowest unoccupied orbital energy: 1.0 eV
* orbital gap: 8.66 eV
* E_HOMO: -0.2816 Eh

```
! RIJCOSX wB97M-V def2-TZVPD def2/J DEFGRID3
* xyz 0 1
C 0.513 -0.918 1.037
C -1.074 2.190 -1.280
C 0.668 0.259 0.053
H 0.474 1.257 0.672
H -1.952 2.739 -1.469
N -0.956 0.819 -1.714
H -0.144 2.905 -1.456
H 1.809 0.365 -0.183
H 0.196 -2.188 -1.429
C 1.387 -0.662 2.417
C 0.070 -0.076 -1.272
H 0.995 -1.844 0.662
H 2.111 0.204 2.158
H -1.106 2.358 -0.146
H 0.701 -0.317 3.181
H -0.643 -1.275 -2.808
H -1.504 -0.402 0.931
H -1.308 0.623 -2.668
N -0.887 -1.174 1.262
H -1.168 -2.095 1.145
H 1.901 -1.529 2.778
C -0.084 -1.238 -1.872
*
```

***

Relative stability in kcal/mol, measured from the most stable structure: <A> 0.0; <B> 10.2

***

<A>
A cluster of 2 separate species, C6H14N2 in total. Source: the Open Molecules 2025 dataset; level of theory: ωB97M-V/def2-TZVPD.

* lowest unoccupied orbital energy: 1.0 eV
* orbital gap: 9.30 eV
* E_HOMO: -0.3050 Eh

```
! RIJCOSX wB97M-V def2-TZVPD def2/J DEFGRID3
* xyz 0 1
H 1.745 -0.851 -2.541
C -1.939 0.689 1.387
C 2.119 -1.132 0.639
H 1.310 -2.167 -1.580
C -0.928 0.505 2.228
H -2.927 0.916 1.774
H 2.959 1.046 -1.602
C 2.260 0.918 -0.772
C -1.802 0.603 -0.106
N 1.398 -1.170 -1.652
H 1.948 -2.196 0.707
H -1.578 1.627 -0.454
N -2.970 -0.023 -0.700
H -2.885 -0.040 -1.712
H 2.706 1.362 0.113
H 2.414 -0.546 1.495
H 1.373 1.483 -1.072
H -0.880 0.066 -0.342
H -1.060 0.577 3.299
H 0.056 0.233 1.865
H -3.804 0.532 -0.542
C 1.929 -0.526 -0.538
*
```

***

<B>
The molecule C6H14N2. Source: the Open Molecules 2025 dataset; level of theory: ωB97M-V/def2-TZVPD.

* lowest unoccupied orbital energy: 0.9 eV
* orbital gap: 9.55 eV
* E_HOMO: -0.3165 Eh

```
! RIJCOSX wB97M-V def2-TZVPD def2/J DEFGRID3
* xyz 0 1
H -0.909 -1.507 -1.414
H 2.042 -0.993 2.975
C -0.989 -0.417 -1.411
C -1.456 0.095 -2.768
H 1.087 0.000 -1.850
H 0.101 0.518 3.132
C 1.390 -1.481 2.252
C 0.806 -0.471 1.312
H 1.948 -2.223 1.692
H -0.810 -0.274 -3.558
H 1.166 2.003 -0.648
N 0.262 1.589 -0.843
H -1.428 1.179 -2.780
H -1.713 -0.134 -0.638
H -2.475 -0.232 -2.968
H -0.363 1.804 -0.060
N 0.925 -0.657 0.084
H 0.442 1.680 1.889
H -1.022 0.645 1.772
C 0.030 0.684 2.060
C 0.375 0.171 -1.032
H 0.590 -1.976 2.802
*
```

***

Relative stability in kcal/mol, measured from the most stable structure: <A> 21.7; <B> 0.0

***

<A>
The molecule C6H14N2. Source: the Open Molecules 2025 dataset; level of theory: ωB97M-V/def2-TZVPD.

* lowest unoccupied orbital energy: 0.9 eV
* orbital gap: 10.19 eV
* E_HOMO: -0.3423 Eh

```
! RIJCOSX wB97M-V def2-TZVPD def2/J DEFGRID3
* xyz 0 1
H 2.197 1.728 0.149
H 1.453 0.862 -2.123
N 1.701 -0.914 -0.203
H -0.123 1.516 -1.708
H 2.629 -0.535 -0.391
C -0.975 -1.753 0.127
H -2.317 0.256 -0.769
H -0.468 -0.301 1.578
H -1.612 1.606 0.145
H 1.758 -1.367 0.710
H -1.485 -2.179 1.925
N -1.428 -2.601 0.992
H 0.579 2.161 0.705
H -0.883 -2.059 -0.929
C -1.850 0.540 0.182
C 1.289 1.332 0.618
C -0.622 -0.323 0.490
C 0.496 0.614 -1.648
H 0.019 -0.163 -2.254
H -2.608 0.402 0.961
H 1.554 1.017 1.635
C 0.696 0.161 -0.192
*
```

***

<B>
The molecule C6H14N2. Source: the Open Molecules 2025 dataset; level of theory: ωB97M-V/def2-TZVPD.

* lowest unoccupied orbital energy: 0.9 eV
* orbital gap: 8.83 eV
* E_HOMO: -0.2904 Eh

```
! RIJCOSX wB97M-V def2-TZVPD def2/J DEFGRID3
* xyz 0 1
N -0.060 -1.096 1.259
H -2.250 0.494 -1.284
C -1.686 -1.491 -1.602
H -2.161 -1.451 -2.587
H -1.016 -0.901 1.527
H 2.480 0.547 -0.192
H 0.884 2.177 -0.794
C 2.024 -0.303 0.310
H -0.444 1.452 1.999
H 2.616 -0.568 1.190
C 0.577 1.138 1.792
N -1.512 -0.161 -1.039
H -2.288 -2.121 -0.940
H -0.870 2.397 -1.272
C -0.081 1.720 -0.941
C 0.607 0.033 0.740
H -0.054 -1.884 0.626
H 1.161 2.000 1.486
H 2.036 -1.149 -0.374
H 1.016 0.754 2.716
C -0.262 0.387 -0.885
H -0.716 -1.973 -1.735
*
```

***

Relative stability in kcal/mol, measured from the most stable structure: <A> 0.0; <B> 51.2